[1]
Formula: C20H19NO3S
Source: the OMol25 dataset
Level of theory: the ωB97M-V functional and the def2-TZVPD basis

Atoms and positions in Å:
S (3.003, 0.524, -5.089)
O (4.704, 1.387, -6.908)
O (-0.782, -1.786, 0.133)
O (2.640, 4.209, -4.522)
N (4.071, 2.936, -5.439)
C (-0.400, -0.881, -0.809)
C (-0.011, -0.347, -3.190)
C (-2.855, -1.317, 6.216)
C (0.386, 0.934, -2.843)
C (0.092, 0.861, 0.920)
C (-0.939, -1.734, 4.813)
C (-0.023, -0.287, 1.867)
C (2.445, 1.823, -3.929)
C (-0.386, -1.255, -2.167)
C (0.353, 1.319, -1.496)
C (-0.010, 0.391, -0.502)
C (-1.110, -1.260, 1.431)
C (4.117, 1.655, -5.866)
C (-1.814, -2.029, 3.738)
C (0.891, 1.895, -3.882)
C (-1.293, -2.408, 2.360)
C (3.077, 3.052, -4.550)
C (-3.193, -1.933, 3.923)
C (-3.727, -1.540, 5.150)
C (-1.474, -1.351, 6.032)
H (0.916, -0.852, 1.878)
H (-3.192, -1.069, 7.187)
H (0.600, 2.928, -3.599)
H (-0.079, -0.642, -4.218)
H (0.574, 2.315, -1.197)
H (-2.006, -3.050, 1.908)
H (-4.786, -1.421, 5.337)
H (-2.048, -0.696, 1.423)
H (-3.839, -2.193, 3.081)
H (1.114, 1.311, 1.069)
H (-0.624, 1.645, 1.148)
H (2.871, 1.677, -2.961)
H (-0.371, -3.001, 2.487)
H (0.481, 1.594, -4.849)
H (-0.731, -2.267, -2.358)
H (0.137, -1.792, 4.698)
H (-0.219, 0.073, 2.874)
H (4.242, 3.654, -6.142)
H (-0.804, -1.071, 6.843)

Properties
- structure (SMILES) = O=C1NC(=O)[C@@H](Cc2ccc3c(c2)CC[C@H](Cc2ccccc2)O3)S1
- E_HOMO (eV) = -8.676
- orbital gap (eV) = 9.30
- calculated total energy (Ha) = -1452.20777
- ΔE to the lowest compared entry with this formula, charge and spin (kJ/mol) = 104.2
- F_max (eV/Å) = 5.84

=====

[2]
Formula: C17H8F5NO2S
Source: the OMol25 dataset
Level of theory: the ωB97M-V functional and the def2-TZVPD basis

Atoms and positions in Å:
S (-0.225, 1.336, 0.421)
F (-4.728, -5.568, 0.414)
F (4.246, 0.075, -0.265)
F (5.604, 4.614, 0.047)
F (-4.470, -3.988, 2.779)
F (-2.784, -2.009, -2.041)
O (-3.985, -4.506, -1.972)
O (-3.046, 0.426, 0.808)
N (2.966, 5.478, 0.077)
C (1.379, 0.847, -0.172)
C (2.526, 1.809, -0.161)
C (4.908, 2.344, -0.156)
C (-4.036, -3.553, 1.585)
C (3.276, 4.136, -0.069)
C (4.614, 3.688, -0.062)
C (3.923, 1.398, -0.233)
C (0.007, -1.064, -0.515)
C (-2.337, -0.473, 0.373)
C (-3.716, -3.797, -0.800)
C (1.336, -0.458, -0.658)
C (-2.989, -1.785, 0.335)
C (-4.142, -4.337, 0.427)
C (-0.942, -0.229, 0.032)
C (-3.482, -2.285, 1.544)
C (2.254, 3.183, -0.101)
C (-3.102, -2.547, -0.854)
H (-3.441, -1.680, 2.440)
H (-4.510, -5.286, -1.731)
H (5.946, 2.034, -0.129)
H (2.010, 5.768, 0.204)
H (1.203, 3.462, -0.055)
H (2.188, -1.015, -1.082)
H (-0.150, -2.112, -0.778)
H (3.701, 6.092, 0.350)

Properties
- structure (SMILES) = Nc1cc(-c2ccc(C(=O)c3cc(F)c(F)c(O)c3F)s2)c(F)cc1F
- E_HOMO (eV) = -8.213
- orbital gap (eV) = 7.54
- calculated total energy (Ha) = -1755.35038
- ΔE to the lowest compared entry with this formula, charge and spin (kJ/mol) = 0.0
- F_max (eV/Å) = 2.77

=====

[3]
Formula: C2H26N4O11
Source: the OMol25 dataset
Level of theory: the ωB97M-V functional and the def2-TZVPD basis

Atoms and positions in Å:
O (-1.543, -1.663, -3.331)
O (-3.587, 1.837, -2.045)
O (-1.469, -0.737, 1.504)
O (1.969, 1.083, 0.833)
O (1.266, -1.036, -3.310)
O (-0.218, 2.724, 1.214)
O (1.135, -2.302, 0.022)
O (-0.220, -0.035, -0.999)
O (0.254, 2.338, -2.543)
O (-1.857, -3.118, -0.956)
O (-3.610, 0.804, 0.616)
N (0.310, -0.302, 2.851)
N (-1.658, -1.114, 3.733)
N (3.747, 2.358, 0.277)
N (4.076, 0.194, 0.914)
C (3.182, 1.186, 0.629)
C (-0.961, -0.736, 2.642)
H (-2.911, 0.247, 1.018)
H (0.536, -0.535, -0.652)
H (-2.138, -0.973, -3.019)
H (1.399, -2.874, 0.752)
H (-1.480, -2.276, -2.578)
H (0.294, 3.526, 1.081)
H (-1.490, -2.548, -0.264)
H (1.914, -2.240, -0.549)
H (0.421, 1.995, 1.084)
H (0.704, -0.326, 3.769)
H (1.182, 2.475, -2.757)
H (3.758, -0.727, 1.154)
H (-3.363, 1.539, -1.146)
H (4.645, 2.442, -0.167)
H (0.240, 1.526, -2.002)
H (0.727, 0.150, 2.044)
H (-0.843, 0.013, -0.255)
H (-1.293, -3.899, -0.954)
H (0.789, -1.584, -3.940)
H (0.557, -0.614, -2.802)
H (-2.620, -1.386, 3.687)
H (-1.243, -0.962, 4.633)
H (-4.418, 0.545, 1.067)
H (3.255, 3.233, 0.270)
H (-4.483, 1.520, -2.184)
H (5.044, 0.255, 0.659)

Properties
- structure (SMILES) = NC(N)=O.NC(N)=O.O.O.O.O.O.O.O.O.O
- E_HOMO (eV) = -9.757
- orbital gap (eV) = 9.59
- calculated total energy (Ha) = -1138.55606
- ΔE to the lowest compared entry with this formula, charge and spin (kJ/mol) = 0.0
- F_max (eV/Å) = 1.48

=====

[4]
Formula: C27H34N4O6
Source: the OMol25 dataset
Level of theory: the ωB97M-V functional and the def2-TZVPD basis

Atoms and positions in Å:
O (-2.909, -0.080, -2.401)
O (3.212, -2.129, -0.900)
O (-0.291, 1.085, 1.059)
O (-3.814, -1.434, 1.327)
O (0.430, -1.230, 2.877)
O (-2.112, -1.536, -4.745)
N (0.363, 1.684, 3.130)
N (0.121, -2.156, 0.835)
N (-1.679, -1.286, 2.060)
N (2.033, -0.318, -0.239)
C (2.717, 0.597, -1.125)
C (-2.640, -1.676, 1.135)
C (-1.944, 1.036, 2.796)
C (-1.263, -0.780, -3.982)
C (-2.097, -0.448, 3.171)
C (-0.325, -1.538, 1.971)
C (1.770, 1.799, 2.808)
C (1.725, 1.491, -1.871)
C (2.334, -1.623, -0.228)
C (4.548, 4.237, 3.978)
C (-3.477, -1.192, -4.820)
C (-0.242, -3.087, -1.380)
C (-2.983, -2.792, -1.035)
C (-3.269, 0.726, -1.307)
C (-2.498, -3.387, -2.176)
C (3.888, 3.107, 3.199)
C (-1.607, -0.045, -2.834)
C (-0.549, 1.270, 2.241)
C (2.417, 2.944, 3.577)
C (0.701, 0.681, -2.618)
C (0.066, -0.793, -4.392)
C (-1.125, -3.510, -2.352)
C (-2.107, -2.356, -0.040)
C (1.041, -0.079, -3.725)
C (-0.616, 0.676, -2.182)
C (-0.725, -2.527, -0.196)
C (1.533, -2.466, 0.772)
H (-3.171, 1.791, -1.546)
H (-3.144, -0.677, 3.379)
H (1.248, 0.053, 0.285)
H (1.677, -3.522, 0.526)
H (-1.472, -0.695, 4.031)
H (1.881, 3.871, 3.363)
H (4.046, 5.182, 3.781)
H (0.817, -3.181, -1.552)
H (-2.133, 1.656, 3.672)
H (1.943, -2.278, 1.770)
H (2.340, 2.751, 4.650)
H (3.295, -0.014, -1.822)
H (0.309, -1.378, -5.264)
H (-4.312, 0.491, -1.099)
H (1.217, 2.134, -1.151)
H (-4.013, -1.437, -3.901)
H (2.061, -0.103, -4.078)
H (-3.877, -1.779, -5.648)
H (-4.040, -2.643, -0.874)
H (4.415, 2.171, 3.396)
H (1.838, 1.976, 1.732)
H (-2.670, 0.499, -0.422)
H (-0.857, 1.241, -1.298)
H (3.964, 3.311, 2.129)
H (-2.671, 1.277, 2.018)
H (0.129, 1.672, 4.110)
H (2.285, 2.121, -2.565)
H (-0.738, -3.938, -3.263)
H (4.503, 4.042, 5.047)
H (3.412, 1.217, -0.546)
H (2.275, 0.852, 3.034)
H (-3.172, -3.738, -2.942)
H (5.592, 4.338, 3.693)
H (-3.608, -0.128, -5.036)

Properties
- structure (SMILES) = CCCCNC(=O)CCn1c(=O)c2ccccc2n(CC(=O)NCCc2ccc(OC)c(OC)c2)c1=O
- E_HOMO (eV) = -7.851
- orbital gap (eV) = 8.30
- calculated total energy (Ha) = -1719.84321
- ΔE to the lowest compared entry with this formula, charge and spin (kJ/mol) = 0.0
- F_max (eV/Å) = 0.83